{"formula": "C4H12", "method": "wB97M-V/def2-TZVPD", "e_homo_ha": -0.426, "de_lowest_kcal_mol": 8.6, "molar_mass_g_mol": 60.140, "smiles": "CC.CC", "orbital_gap_ev": 12.69, "elements": ["C", "C", "H", "H", "H", "H", "H", "H", "C", "C", "H", "H", "H", "H", "H", "H"], "positions_angstrom": [[2.15, -1.68, -0.78], [2.00, -0.30, -1.43], [1.24, -2.19, -0.49], [2.64, -2.34, -1.51], [2.86, -1.71, 0.05], [1.14, -0.30, -2.10], [2.95, -0.09, -1.91], [1.74, 0.52, -0.75], [-2.40, 1.16, 1.78], [-1.76, 0.83, 0.43], [-3.06, 0.34, 2.02], [-1.71, 1.22, 2.63], [-2.86, 2.14, 1.84], [-1.69, 1.69, -0.23], [-2.48, 0.23, -0.15], [-0.82, 0.29, 0.48]]}

=====

{"formula": "C61H140F15N7O22S5", "method": "wB97M-V/def2-TZVPD", "e_homo_ha": -0.452, "molar_mass_g_mol": 1769.123, "total_charge": 2, "orbital_gap_ev": 9.63, "elements": ["C", "C", "N", "C", "C", "C", "C", "C", "O", "C", "H", "H", "H", "H", "H", "H", "H", "H", "H", "H", "H", "H", "H", "H", "H", "H", "H", "H", "H", "H", "C", "C", "N", "C", "C", "C", "C", "C", "O", "C", "H", "H", "H", "H", "H", "H", "H", "H", "H", "H", "H", "H", "H", "H", "H", "H", "H", "H", "H", "H", "C", "C", "N", "C", "C", "C", "C", "C", "O", "C", "H", "H", "H", "H", "H", "H", "H", "H", "H", "H", "H", "H", "H", "H", "H", "H", "H", "H", "H", "H", "C", "C", "N", "C", "C", "C", "C", "C", "O", "C", "H", "H", "H", "H", "H", "H", "H", "H", "H", "H", "H", "H", "H", "H", "H", "H", "H", "H", "H", "H", "C", "C", "N", "C", "C", "C", "C", "C", "O", "C", "H", "H", "H", "H", "H", "H", "H", "H", "H", "H", "H", "H", "H", "H", "H", "H", "H", "H", "H", "H", "C", "C", "N", "C", "C", "C", "C", "C", "O", "C", "H", "H", "H", "H", "H", "H", "H", "H", "H", "H", "H", "H", "H", "H", "H", "H", "H", "H", "H", "H", "C", "C", "N", "C", "C", "C", "C", "C", "O", "C", "H", "H", "H", "H", "H", "H", "H", "H", "H", "H", "H", "H", "H", "H", "H", "H", "H", "H", "H", "H", "C", "F", "F", "F", "S", "O", "O", "O", "C", "F", "F", "F", "S", "O", "O", "O", "C", "F", "F", "F", "S", "O", "O", "O", "C", "F", "F", "F", "S", "O", "O", "O", "C", "F", "F", "F", "S", "O", "O", "O"], "positions_angstrom": [[5.14, -1.98, -3.81], [4.80, -3.43, -4.06], [5.19, -4.24, -2.87], [5.11, -5.67, -3.38], [6.65, -4.08, -2.48], [7.16, -5.14, -1.45], [4.20, -4.00, -1.73], [3.32, -5.15, -1.22], [3.98, -6.06, -0.35], [3.95, -5.71, 1.03], [4.80, -1.34, -4.69], [6.22, -1.81, -3.81], [4.63, -1.52, -2.99], [5.37, -3.78, -4.94], [3.68, -3.63, -4.25], [4.12, -5.69, -3.81], [5.07, -6.38, -2.53], [5.90, -5.87, -4.09], [6.75, -3.09, -2.12], [7.14, -4.23, -3.40], [7.24, -6.15, -1.90], [6.55, -5.23, -0.56], [8.18, -4.92, -1.19], [3.57, -3.14, -2.02], [4.77, -3.56, -0.93], [2.82, -5.70, -2.06], [2.46, -4.60, -0.86], [3.33, -4.83, 1.21], [5.00, -5.62, 1.35], [3.56, -6.61, 1.52], [-6.81, -1.15, 4.69], [-6.28, 0.00, 5.55], [-4.80, 0.33, 5.27], [-4.62, 0.61, 3.78], [-4.48, 1.71, 6.00], [-5.05, 2.93, 5.26], [-3.97, -0.81, 5.76], [-2.87, -0.59, 6.80], [-1.94, 0.31, 6.36], [-1.23, -0.16, 5.21], [-7.85, -1.19, 5.00], [-6.37, -2.09, 5.05], [-6.70, -1.09, 3.63], [-6.30, -0.22, 6.61], [-6.91, 0.85, 5.49], [-3.69, 1.14, 3.58], [-5.49, 1.18, 3.52], [-4.60, -0.36, 3.27], [-3.43, 1.83, 6.13], [-4.92, 1.65, 7.03], [-6.13, 3.00, 5.09], [-4.47, 3.08, 4.34], [-4.73, 3.83, 5.83], [-3.55, -1.27, 4.87], [-4.62, -1.53, 6.23], [-2.45, -1.58, 6.91], [-3.16, -0.37, 7.78], [-0.85, -1.15, 5.47], [-0.36, 0.47, 5.09], [-1.92, -0.14, 4.34], [6.90, 4.62, 4.72], [6.32, 4.75, 3.26], [5.53, 3.48, 2.90], [6.36, 2.08, 2.98], [4.23, 3.48, 3.63], [3.21, 2.35, 3.35], [5.18, 3.63, 1.36], [6.28, 4.11, 0.43], [6.60, 5.47, 0.67], [6.72, 6.21, -0.52], [7.75, 5.31, 4.85], [7.39, 3.61, 4.93], [6.14, 4.81, 5.51], [7.15, 4.87, 2.53], [5.65, 5.63, 3.21], [6.90, 2.08, 3.93], [6.86, 2.08, 1.98], [5.60, 1.33, 2.99], [3.80, 4.45, 3.49], [4.50, 3.47, 4.68], [3.56, 1.44, 3.88], [3.02, 2.12, 2.31], [2.27, 2.72, 3.76], [4.39, 4.32, 1.21], [4.79, 2.70, 1.03], [5.80, 4.02, -0.54], [7.16, 3.48, 0.44], [6.93, 7.25, -0.23], [5.82, 6.11, -1.13], [7.57, 5.91, -1.13], [-1.43, -7.24, -0.05], [-1.35, -6.29, 1.11], [-0.90, -6.93, 2.41], [0.34, -7.77, 2.15], [-0.49, -5.98, 3.51], [0.67, -5.04, 3.25], [-1.92, -7.86, 3.04], [-3.40, -7.40, 3.03], [-3.96, -7.72, 1.78], [-5.30, -7.43, 1.52], [-2.00, -6.72, -0.88], [-2.02, -8.10, 0.30], [-0.51, -7.54, -0.46], [-2.33, -5.93, 1.30], [-0.69, -5.45, 0.93], [0.68, -8.28, 3.04], [1.10, -7.08, 1.71], [0.17, -8.52, 1.42], [-0.21, -6.65, 4.32], [-1.32, -5.35, 3.88], [0.87, -4.69, 4.27], [0.43, -4.24, 2.55], [1.57, -5.52, 2.94], [-1.68, -7.93, 4.10], [-1.83, -8.83, 2.51], [-3.47, -6.33, 3.26], [-3.91, -8.02, 3.80], [-5.72, -8.10, 0.76], [-5.49, -6.39, 1.27], [-5.94, -7.64, 2.39], [2.11, 8.35, -3.17], [1.08, 7.24, -3.36], [-0.23, 7.43, -2.55], [-0.80, 8.81, -2.67], [-1.35, 6.51, -3.16], [-0.87, 5.21, -3.77], [0.00, 7.04, -1.08], [-0.88, 7.78, -0.12], [-2.12, 7.24, -0.27], [-3.10, 7.88, 0.50], [2.66, 8.25, -2.26], [1.68, 9.39, -3.30], [2.88, 8.15, -3.88], [1.44, 6.20, -3.13], [0.77, 7.35, -4.40], [-1.85, 8.85, -2.36], [-0.69, 9.17, -3.70], [-0.28, 9.49, -1.97], [-1.89, 7.13, -3.88], [-2.09, 6.32, -2.37], [-0.37, 4.62, -2.96], [-0.18, 5.26, -4.61], [-1.77, 4.67, -4.11], [1.04, 7.17, -0.85], [-0.14, 5.95, -0.92], [-0.94, 8.88, -0.27], [-0.41, 7.62, 0.85], [-3.90, 7.14, 0.64], [-3.50, 8.76, -0.05], [-2.75, 8.22, 1.50], [-4.85, -2.22, -4.07], [-4.04, -0.89, -4.32], [-4.30, -0.28, -5.67], [-3.95, -1.22, -6.77], [-5.82, 0.15, -5.71], [-6.17, 1.01, -6.89], [-3.39, 0.99, -5.68], [-1.92, 0.90, -5.45], [-1.26, 0.20, -6.46], [0.04, -0.20, -6.03], [-5.94, -2.15, -4.08], [-4.50, -2.66, -3.18], [-4.62, -2.91, -4.85], [-2.96, -0.99, -4.28], [-4.40, -0.18, -3.60], [-4.65, -2.04, -6.88], [-2.99, -1.59, -6.54], [-3.90, -0.73, -7.73], [-5.99, 0.73, -4.80], [-6.36, -0.81, -5.72], [-5.64, 2.00, -6.83], [-7.19, 1.28, -6.84], [-6.04, 0.64, -7.91], [-3.80, 1.68, -4.88], [-3.63, 1.57, -6.64], [-1.71, 0.53, -4.47], [-1.59, 1.95, -5.42], [-0.14, -0.86, -5.20], [0.67, 0.62, -5.71], [0.49, -0.77, -6.82], [0.37, -2.79, 0.03], [-0.66, -1.68, 0.22], [-0.19, -0.28, 0.54], [0.50, -0.23, 1.88], [0.83, 0.19, -0.54], [0.18, 0.68, -1.92], [-1.47, 0.56, 0.68], [-1.20, 2.00, 0.98], [-1.20, 2.27, 2.36], [-0.89, 3.61, 2.59], [1.17, -2.73, 0.77], [0.81, -2.76, -0.94], [-0.21, -3.72, 0.17], [-1.49, -1.88, 0.92], [-1.21, -1.51, -0.72], [1.37, -0.90, 1.87], [-0.28, -0.52, 2.60], [0.74, 0.83, 2.03], [1.41, -0.71, -0.68], [1.52, 0.87, -0.07], [-0.85, 0.28, -1.91], [0.77, 0.25, -2.77], [0.18, 1.79, -1.96], [-1.93, 0.05, 1.49], [-2.05, 0.48, -0.22], [-1.91, 2.60, 0.40], [-0.23, 2.21, 0.46], [0.08, 3.89, 2.08], [-0.86, 3.77, 3.66], [-1.63, 4.32, 2.14], [-4.05, 3.81, -1.38], [-4.06, 4.33, -2.65], [-2.80, 4.12, -0.92], [-4.94, 4.45, -0.70], [-4.36, 1.97, -1.50], [-3.03, 1.45, -1.84], [-4.79, 1.56, -0.20], [-5.35, 1.84, -2.55], [4.38, -1.66, 3.46], [5.52, -1.26, 4.03], [4.19, -3.00, 3.75], [3.36, -1.02, 3.96], [4.47, -1.43, 1.60], [4.05, -0.03, 1.54], [5.79, -1.71, 1.17], [3.45, -2.38, 1.08], [3.64, 2.70, -2.20], [2.99, 1.74, -2.86], [4.42, 2.15, -1.23], [4.44, 3.28, -3.10], [2.51, 3.93, -1.38], [3.37, 4.94, -0.86], [1.78, 4.31, -2.52], [1.78, 3.25, -0.32], [-4.67, -2.62, 1.36], [-4.11, -2.20, 0.18], [-5.54, -1.75, 1.81], [-5.25, -3.79, 1.11], [-3.37, -2.92, 2.58], [-4.07, -3.29, 3.78], [-2.49, -3.93, 2.07], [-2.75, -1.57, 2.70], [-0.82, -3.78, -3.27], [-1.24, -2.55, -2.98], [-0.98, -4.55, -2.22], [-1.62, -4.25, -4.19], [0.98, -3.54, -3.83], [1.55, -4.87, -3.68], [1.03, -2.94, -5.15], [1.43, -2.59, -2.81]]}

=====

Number 1: E -4342.1548 eV. Number 2: E -215923.1239 eV.